[1]
Below is a molecular structure, C36H32ClN4O3PS3SeTl in a non-equilibrium geometry, with properties calculated with wB97M-V/def2-TZVPD.

```
82
Properties=species:S:1:pos:R:3
Tl 0.5203 0.0152 -0.5977
Cl -4.9716 -4.1528 0.0192
C -3.6028 -2.9315 -0.2690
C -2.7220 -3.0224 0.9099
C -1.9908 -2.0364 1.4572
C -1.7804 -0.6400 1.0020
O -0.5290 -0.2131 1.2625
C -2.6927 0.1939 0.4621
C -2.2017 1.5836 0.1866
N -2.7881 2.4032 -0.6830
C -2.2275 3.6602 -0.9793
C -3.0192 4.3798 -1.8638
C -2.6335 5.6416 -2.3120
C -1.5525 6.3181 -1.7504
C -0.8340 5.6906 -0.7661
C 0.2618 6.3015 -0.0903
C 1.0665 5.6270 0.7267
C 0.6150 4.3362 1.1693
N -0.4004 3.7387 0.5722
C -1.0889 4.3546 -0.4095
C -3.4900 -0.7541 -1.7078
H -2.7916 -3.9664 1.4804
H -1.5294 -2.2819 2.3888
H -1.2668 1.8808 0.7564
H -3.8071 3.8226 -2.3666
H -3.2972 6.0627 -3.1378
H -1.2622 7.3041 -2.0890
H 0.5213 7.2858 -0.3935
H 1.8413 6.1727 1.2508
H 1.0987 3.6831 1.8730
H -4.0073 -0.2029 -2.5394
S -2.7146 -3.7228 -1.7359
C -4.2967 -1.6885 -0.8528
C -5.6528 -1.8470 -1.4350
C -6.5583 -0.8523 -1.4710
C -6.4044 0.3036 -0.5802
C -5.1844 0.5286 -0.0461
C -3.9410 -0.2360 -0.2870
N -2.1117 -1.0213 -1.9053
C -1.7192 -2.2452 -1.9713
C -0.2491 -2.5338 -2.2803
C 0.0085 -3.6427 -3.0864
C 1.2825 -3.9160 -3.5284
C 2.3523 -3.1097 -3.0340
C 2.0642 -2.1016 -2.1273
C 0.7977 -1.7687 -1.7121
H -5.8447 -2.7299 -1.9837
H -7.5497 -1.1248 -1.8566
H -7.2650 0.7589 -0.0673
H -5.1274 1.3089 0.7414
H -0.8169 -4.2088 -3.4854
H 1.5377 -4.7576 -4.1823
H 3.2893 -3.3915 -3.3873
H 2.9222 -1.6272 -1.6851
C 6.2159 0.3264 1.4873
C 5.3785 -0.2799 2.6068
C 6.1157 -1.3535 3.3790
O 4.2123 -0.8319 1.9613
P 2.8055 -0.0300 1.6692
S 2.2071 0.9690 3.2440
S 2.8112 0.9967 -0.0422
O 2.0178 -1.3364 1.1948
C 2.0150 -2.6775 1.8452
C 1.9223 -2.5634 3.3445
C 3.1431 -3.5494 1.3885
H 7.2239 0.7126 1.8217
H 5.6998 1.2034 1.0306
H 6.3830 -0.4733 0.7539
H 4.9937 0.4546 3.3370
H 6.6300 -2.1024 2.7275
H 5.3939 -1.9008 3.9895
H 6.7682 -0.8399 4.0824
H 1.1566 -3.0940 1.4400
H 2.7521 -2.0924 3.8170
H 1.7700 -3.4926 3.8362
H 1.0335 -2.0083 3.6022
H 4.1578 -3.3425 1.7386
H 3.1863 -3.4780 0.2708
H 2.9222 -4.5347 1.6201
Se 1.6840 4.1027 -3.3069
C 0.8328 2.7510 -2.5016
N 0.3117 1.8355 -1.9401
```

Values from the calculation:
electronic energy	-174310.84922	eV
orbital gap	6.985	eV
HOMO	-5.0010	eV
charge	-1
multiplicity	1

[2]
Below is a molecular structure, C19H36FIN6O8P3S in a non-equilibrium geometry, with properties calculated with wB97M-V/def2-TZVPD.

```
75
Properties=species:S:1:pos:R:3
C -5.5595 -1.2881 1.2787
P -3.7309 -1.2402 1.4384
C -3.0538 -2.9214 1.0755
P -2.8338 0.3351 0.1009
I -2.4572 1.7548 2.2485
P -4.7586 1.5547 -0.2644
S -5.3648 2.6942 1.2104
O -2.0478 1.6224 -0.7702
C -0.6678 1.4989 -0.6697
C -0.3852 0.0025 -0.7294
C 0.9960 -0.3438 -0.1726
O 1.4070 -1.4576 -0.0910
N 1.8036 0.7251 0.3361
C 2.3905 1.4707 -0.6733
O 2.5156 1.1256 -1.8000
F 2.8198 2.6863 -0.3609
C -0.6834 -0.6918 -2.0501
C -0.5211 -2.0698 -2.1633
C -0.8652 -2.6325 -3.3812
C -1.3359 -1.8252 -4.3995
N -1.4675 -0.4977 -4.3455
C -1.1282 0.0181 -3.1539
O -1.3387 -0.5221 0.1893
H -5.9388 -1.5601 0.2904
H -6.0085 -0.3426 1.5701
H -5.9191 -2.0397 1.9771
H -3.8280 -3.6391 1.3519
H -2.2242 -3.0919 1.7500
H -2.7750 -3.1097 0.0396
H -3.2540 -0.3523 -1.0928
H -5.7589 0.6844 -0.7441
H -4.4524 2.3399 -1.3902
H -0.2892 1.9534 0.2445
H -0.1510 2.0424 -1.4692
H 2.5393 0.3286 0.9196
H -0.1555 -2.6435 -1.3302
H -0.7726 -3.6948 -3.5453
H -1.6290 -2.2955 -5.3308
H -1.2228 1.0900 -3.0584
O -8.4060 -2.6083 2.5786
C -9.0352 -1.7350 3.1384
N -10.3943 -1.6553 3.0332
C -8.3716 -0.6738 3.9836
H -10.9363 -0.9423 3.4813
H -10.8613 -2.3466 2.4732
H -7.6631 -0.1221 3.3675
H -7.8313 -1.1572 4.7951
H -9.0889 0.0290 4.4073
O 5.7989 0.6565 2.2555
C 6.4367 1.4430 1.5773
N 7.6855 1.8413 1.9253
C 5.8753 2.0276 0.3025
H 8.2177 2.4871 1.3755
H 8.0878 1.4684 2.7773
H 4.9616 2.5664 0.5344
H 5.6454 1.2158 -0.3867
H 6.5733 2.7071 -0.1861
O 8.7579 0.9325 4.4969
C 9.0257 0.2692 5.4809
N 8.3381 0.4196 6.6389
C 10.1281 -0.7618 5.4865
H 8.5320 -0.1136 7.4644
H 7.5933 1.0958 6.6567
H 11.0698 -0.2716 5.2476
H 9.9126 -1.5086 4.7250
H 10.2255 -1.2601 6.4501
O 1.5491 -0.2623 -6.5941
C 0.9996 0.6983 -7.0978
N -0.1854 1.1787 -6.6471
C 1.6019 1.4345 -8.2780
H -0.6389 1.9678 -7.0652
H -0.6314 0.7230 -5.8566
H 1.7197 0.7375 -9.1057
H 2.5808 1.8151 -7.9925
H 0.9831 2.2693 -8.6072
```

Values from the calculation:
electronic energy	-95131.76999	eV
orbital gap	5.542	eV
HOMO	-3.7313	eV
charge	-1
multiplicity	1

[3]
Below is a single C6H9BO3S molecule in a non-equilibrium geometry, with properties calculated with wB97M-V/def2-TZVPD.

```
20
Properties=species:S:1:pos:R:3
C -0.2471 0.0422 -2.4635
C 0.7222 -0.3724 -1.3056
O 1.7947 -0.9165 -1.5222
C 0.1231 -0.0485 0.0386
B 0.3512 1.5576 0.5108
O 0.8118 1.8350 1.7848
O -0.0514 2.5271 -0.3039
C 0.7200 -0.9579 1.1779
C -0.4108 -1.9522 1.3560
C -1.5982 -1.5944 0.9281
S -1.6845 -0.1043 0.1164
H -0.2164 1.0826 -2.5095
H -1.2042 -0.1998 -2.1938
H -0.0455 -0.4205 -3.4130
H 0.9643 2.7805 2.0950
H 0.2104 3.4587 -0.2789
H 0.8941 -0.3756 2.0873
H 1.6786 -1.3965 0.8832
H -0.2177 -2.8300 1.9744
H -2.5947 -2.1151 1.0381
```

Values from the calculation:
energy relative to the best compared isomer or geometry (same formula, charge and spin)	75.2	kJ/mol
electronic energy	-24023.56373	eV
orbital gap	8.061	eV
HOMO	-8.0061	eV
SMILES	CC(=O)[C@]1(B(O)O)CC=CS1
charge	0
multiplicity	1

[4]
Below is 2 unconnected molecules or ions with the total composition C6H12O, with properties calculated with wB97M-V/def2-TZVPD.

```
19
Properties=species:S:1:pos:R:3
C 1.9557 -0.1658 0.2025
C 0.5956 0.2901 -0.3040
C -0.7070 0.3200 0.4763
C -0.7934 -1.1255 0.8286
C -0.4934 -0.6892 -0.5737
C -1.1774 -0.9722 -1.8691
H 2.3843 -0.8458 -0.5414
H 1.8996 -0.7161 1.1451
H 2.6570 0.6633 0.3351
H 0.6681 1.0811 -1.0590
H -1.4843 1.0702 0.5430
H -0.0337 -1.5637 1.4749
H -1.7931 -1.5223 1.0052
H -1.1910 -0.0634 -2.4856
H -0.6318 -1.7508 -2.4178
H -2.2101 -1.3059 -1.7084
O 0.1249 2.6620 1.9602
H 0.3985 1.8259 1.5587
H -0.4484 3.0471 1.2892
```

Values from the calculation:
energy relative to the best compared isomer or geometry (same formula, charge and spin)	229.6	kJ/mol
electronic energy	-8461.97411	eV
orbital gap	10.152	eV
HOMO	-9.2451	eV
SMILES	C[C@@H]1[C@@H]2C[C@@]12C.O
charge	0
multiplicity	1

[5]
Below is 2 unconnected molecules or ions with the total composition C8H8NO2 in a non-equilibrium geometry, with properties calculated with wB97M-V/def2-TZVPD.

```
19
Properties=species:S:1:pos:R:3
C -0.3706 1.6403 -0.8199
C 0.9433 1.0536 -0.7481
C -1.5803 0.8672 -0.8714
C 1.0590 -0.3242 -0.8032
C -1.4056 -0.4826 -1.0273
C -0.1265 -1.1860 -1.0010
C 0.7766 1.0158 2.6440
C -0.3021 -2.5252 -0.2889
N 1.2052 1.5390 3.6012
O 0.3350 0.2788 1.8504
O 0.0356 -2.2832 -1.8008
H -0.4002 2.6792 -0.8774
H 1.7556 1.6152 -0.5711
H -2.4523 1.3851 -1.1318
H 1.9926 -0.8214 -0.6130
H -2.3385 -1.0015 -1.3623
H -1.3285 -2.8891 -0.1259
H 0.5457 -2.9316 0.1569
H 1.6562 2.3706 3.7897
```

Values from the calculation:
energy relative to the best compared isomer or geometry (same formula, charge and spin)	171.1	kJ/mol
electronic energy	-14000.06539	eV
orbital gap	7.917	eV
HOMO	-14.4005	eV
charge	+1
multiplicity	1

[6]
Below is 9 unconnected molecules or ions with the total composition C13H34F9N4O11S in a non-equilibrium geometry, with properties calculated with wB97M-V/def2-TZVPD.

```
72
Properties=species:S:1:pos:R:3
N -0.8335 2.8445 0.9194
H -0.2598 3.3737 0.2785
H -0.9670 1.8664 0.7058
H -1.7462 3.2762 0.8913
H -0.4352 2.7857 1.8457
N 4.2703 -0.3208 -1.6672
H 4.5430 -0.2541 -2.6374
H 4.0821 -1.2996 -1.5041
H 3.4997 0.3188 -1.5364
H 5.0119 -0.0725 -1.0280
N 0.3315 -0.4016 -0.2586
H 0.6961 0.4044 -0.7458
H 0.5656 -0.0500 0.6588
H 0.8771 -1.2420 -0.3852
H -0.6699 -0.5320 -0.2790
N 2.9485 2.4395 1.0350
H 3.0924 1.9589 0.1584
H 2.4262 1.8294 1.6474
H 2.4275 3.2514 0.7359
H 3.8920 2.5966 1.3593
C 2.8476 -5.1572 -0.4971
F 2.0189 -5.8471 0.3269
F 4.0641 -5.5881 -0.1825
F 2.6102 -5.3565 -1.7723
S 2.8936 -3.2933 -0.0014
O 1.6204 -2.6582 -0.2941
O 3.3169 -3.2954 1.4156
O 3.9702 -2.7384 -0.8749
O 1.4149 0.3557 2.1170
C 0.8223 0.7423 3.3533
C 0.8470 2.2560 3.9609
O 0.1605 3.3456 3.3381
H 1.2372 0.1444 4.1648
H -0.2521 0.5613 3.3196
H 1.9035 2.5198 4.0086
H 0.4892 2.1703 4.9869
O 1.2737 4.3306 -0.4297
C 1.8012 3.8467 -1.6674
C 1.5335 2.3715 -2.1964
O 2.0526 1.2835 -1.4532
H 2.8709 4.0436 -1.7390
H 1.4658 4.5278 -2.4495
H 1.9126 2.2678 -3.2131
H 0.4565 2.2631 -2.3240
C -1.1657 -4.2129 -3.5022
C -1.4349 -2.8677 -2.7605
O -1.6890 -1.7071 -3.6288
C -1.9881 -0.4874 -3.0758
O -2.0270 -0.3146 -1.8418
C -2.1867 0.6949 -3.9826
F -1.9186 0.3872 -5.2534
F -3.4357 1.0762 -4.0201
F -1.5544 1.7307 -3.5075
H -1.1664 -5.0412 -2.7937
H -0.2052 -4.1546 -4.0142
H -1.9513 -4.4089 -4.2319
H -0.7370 -2.5527 -1.9848
H -2.3362 -3.1375 -2.2102
C -4.8070 1.4071 3.7781
C -3.4694 0.8743 3.4088
O -3.5860 -0.4325 2.8230
C -3.0516 -0.6272 1.5823
O -2.4323 0.2261 0.9937
C -3.5689 -2.0040 0.9204
F -4.2767 -1.8590 -0.1835
F -2.5415 -2.7947 0.6251
F -4.2651 -2.6416 1.8259
H -4.6365 2.2579 4.4379
H -5.3396 0.6865 4.3987
H -5.5444 1.7248 3.0409
H -2.8440 0.7350 4.2906
H -2.9248 1.5742 2.7750
```

Values from the calculation:
energy relative to the best compared isomer or geometry (same formula, charge and spin)	177.2	kJ/mol
electronic energy	-77805.43905	eV
orbital gap	5.462	eV
HOMO	-3.3037	eV
charge	-1
multiplicity	1

[7]
Below is 2 unconnected molecules or ions with the total composition H2IOP in a non-equilibrium geometry, with properties calculated with wB97M-V/def2-TZVPD.

```
5
Properties=species:S:1:pos:R:3
O 1.2787 0.3081 -0.0468
P -0.2291 0.5736 0.5266
I -0.8371 -1.5250 1.4166
H 1.3011 0.4477 -0.9943
H -1.5137 0.1957 -0.9021
```

Values from the calculation:
energy relative to the best compared isomer or geometry (same formula, charge and spin)	135.4	kJ/mol
electronic energy	-19468.26988	eV
orbital gap	8.833	eV
HOMO	-8.8660	eV
charge	0
multiplicity	1

[8]
Below is 4 unconnected molecules or ions with the total composition C15H37ClFNO5S in a non-equilibrium geometry, with properties calculated with wB97M-V/def2-TZVPD.

```
61
Properties=species:S:1:pos:R:3
C -1.1075 -0.8065 1.1907
C -1.1511 0.6289 1.7005
Cl -2.2225 1.5722 0.5717
C 0.1957 1.3874 1.6926
N 1.3740 0.5364 1.9440
S 2.2659 0.2994 0.5828
O 2.5083 1.5026 -0.1155
O 1.7137 -0.7009 -0.2326
F 3.6383 -0.2100 1.0906
H -0.1373 -1.2823 1.2843
H -1.4259 -0.9025 0.1603
H -1.7985 -1.3977 1.7890
H -1.6535 0.7091 2.6541
H 0.1591 2.1121 2.5037
H 0.2617 1.9721 0.7797
H 1.9681 0.8908 2.6856
C -2.4107 5.0650 5.6788
C -1.2152 4.5731 4.8812
O -1.5257 4.2029 3.5496
C -2.0675 5.2248 2.7254
C -1.1493 6.4233 2.5591
H -3.1919 4.3040 5.7023
H -2.1126 5.2937 6.7026
H -2.8445 5.9686 5.2492
H -0.8162 3.6749 5.3550
H -0.4093 5.3154 4.8926
H -3.0495 5.5330 3.0998
H -2.2379 4.7664 1.7513
H -0.9506 6.9238 3.5078
H -1.6008 7.1522 1.8856
H -0.1892 6.1127 2.1440
C 3.8679 -0.3941 -2.3759
C 3.4717 -1.7696 -2.8804
O 3.3320 -1.8493 -4.2904
C 4.4856 -1.5467 -5.0506
C 5.6706 -2.4533 -4.7625
H 3.1405 0.3533 -2.6922
H 3.9197 -0.3923 -1.2911
H 4.8440 -0.0849 -2.7562
H 2.4982 -2.0319 -2.4682
H 4.1760 -2.5312 -2.5250
H 4.7621 -0.4942 -4.9194
H 4.1924 -1.6618 -6.0948
H 6.0085 -2.3695 -3.7290
H 6.5094 -2.1945 -5.4101
H 5.4031 -3.4965 -4.9381
C -3.8906 -3.2273 -2.8563
C -2.6000 -3.1170 -2.0625
O -2.7437 -3.4259 -0.6870
C -3.1992 -4.7306 -0.3808
C -2.2938 -5.8363 -0.8965
H -4.6558 -2.5760 -2.4312
H -3.7203 -2.9379 -3.8937
H -4.2861 -4.2440 -2.8553
H -2.2448 -2.0867 -2.1008
H -1.8138 -3.7336 -2.5115
H -4.2252 -4.8693 -0.7404
H -3.2430 -4.7824 0.7077
H -2.2213 -5.8329 -1.9846
H -2.6775 -6.8104 -0.5906
H -1.2846 -5.7182 -0.4990
```

Values from the calculation:
electronic energy	-53955.84985	eV
orbital gap	9.593	eV
HOMO	-9.3177	eV
SMILES	C[C@H](Cl)CNS(=O)(=O)F.CCOCC.CCOCC.CCOCC
charge	0
multiplicity	1

[9]
Below is a molecular structure, C34H36BeBrF4N2PSi2, with properties calculated with wB97M-V/def2-TZVPD.

```
81
Properties=species:S:1:pos:R:3
Be 0.2954 0.2123 -0.9061
F -3.6948 -4.4069 3.6182
C -2.7997 -3.4420 3.4571
C -2.4570 -2.6328 4.5259
F -3.0129 -2.8333 5.7138
C -1.5128 -1.6401 4.3480
F -1.1585 -0.9274 5.4143
C -0.9197 -1.3910 3.1134
P 0.4103 -0.1214 2.8852
C -0.3191 1.3620 3.6741
C -1.6918 1.5941 3.7381
C -2.1775 2.8003 4.2195
C -1.3027 3.8059 4.6036
C 0.0648 3.6069 4.4848
C 0.5532 2.3974 4.0169
C 1.5310 -0.8606 4.1454
C 2.2109 -2.0022 3.7201
C 3.1243 -2.6277 4.5523
C 3.3814 -2.1020 5.8113
C 2.7101 -0.9656 6.2354
C 1.7817 -0.3450 5.4112
C -1.2877 -2.2194 2.0445
Br -0.5708 -2.0127 0.2837
C -2.2073 -3.2404 2.2256
F -2.5478 -4.0384 1.2156
H -2.3929 0.8317 3.4228
H -3.2462 2.9578 4.2965
H -1.6848 4.7435 4.9860
H 0.7541 4.3985 4.7506
H 1.6222 2.2421 3.9179
H 2.0397 -2.3914 2.7217
H 3.6415 -3.5188 4.2208
H 4.1136 -2.5669 6.4587
H 2.9110 -0.5632 7.2204
H 1.2588 0.5373 5.7554
C -0.4425 1.7309 -3.7767
Si -0.4338 -0.0243 -3.0146
C 0.7016 -1.0419 -4.1625
C -2.2109 -0.6427 -3.3868
H -0.7355 1.7091 -4.8292
H 0.5451 2.1971 -3.7103
H -1.1473 2.3835 -3.2506
H 0.3038 -1.1292 -5.1766
H 0.8585 -2.0513 -3.7738
H 1.6804 -0.5595 -4.2282
H -2.4133 -0.6392 -4.4606
H -2.9607 -0.0018 -2.9123
H -2.3774 -1.6606 -3.0239
C 3.5540 -1.0570 -0.5788
Si 2.4969 0.5346 -0.5585
C 3.1796 1.5203 0.9473
C 3.1572 1.6033 -2.0018
C 3.7851 1.0461 -3.1175
C 4.1888 1.8256 -4.1925
C 3.9732 3.1957 -4.1815
C 3.3648 3.7779 -3.0787
C 2.9626 2.9871 -2.0127
H 4.6267 -0.8592 -0.5303
H 3.3519 -1.6372 -1.4835
H 3.2942 -1.7010 0.2651
H 4.2442 1.7396 0.8438
H 3.0424 0.9643 1.8755
H 2.6640 2.4800 1.0645
H 3.9650 -0.0232 -3.1465
H 4.6781 1.3668 -5.0434
H 4.2832 3.8053 -5.0207
H 3.2112 4.8502 -3.0494
H 2.4938 3.4706 -1.1600
N -3.5394 4.4169 0.5062
C -2.6525 3.4091 0.2881
C -3.0590 2.0662 0.2802
C -2.1326 1.0824 0.0501
N -0.8306 1.3215 -0.1650
C -0.4356 2.6037 -0.1212
C -1.2879 3.6566 0.0960
H -4.5216 4.2240 0.4300
H -3.2487 5.3613 0.3279
H -4.0984 1.8099 0.4377
H -2.4470 0.0482 -0.0039
H 0.6202 2.7703 -0.2906
H -0.9057 4.6688 0.1111
```

Values from the calculation:
electronic energy	-145181.62991	eV
orbital gap	6.928	eV
HOMO	-6.8542	eV
charge	0
multiplicity	1

[10]
Below is 2 unconnected molecules or ions with the total composition C4H9O3 in a non-equilibrium geometry, with properties calculated with wB97M-V/def2-TZVPD.

```
16
Properties=species:S:1:pos:R:3
C -1.4641 0.6013 1.5926
C -1.3554 1.6353 0.4289
O -0.8385 -0.6237 1.2368
H -0.9369 0.9564 2.4953
H -2.5105 0.3826 1.8274
H -1.4424 1.1219 -0.5036
H 0.0916 -0.3790 0.8157
H -0.4385 2.1437 0.5264
H -2.1436 2.3196 0.3293
C 1.1540 -1.6160 -1.5743
C 2.1009 -0.6633 -0.8335
O 1.7073 -0.0299 0.1804
O 3.1900 -0.4995 -1.2746
H 0.3059 -1.0233 -1.9018
H 0.8924 -2.3952 -0.8706
H 1.6879 -1.9309 -2.4743
```

Values from the calculation:
energy relative to the best compared isomer or geometry (same formula, charge and spin)	78.3	kJ/mol
electronic energy	-10437.65382	eV
orbital gap	8.021	eV
HOMO	-4.0909	eV
charge	-1
multiplicity	1

Among the records above, which one has the highest charge? C8H8NO2